[1]
C30H48O30S2 | ωB97M-V with the def2-TZVPD basis set

Results
Highest occupied orbital energy: -10.166 eV
SMILES: CCOS(C)(=O)=O.CCOS(C)(=O)=O.O=C1OCCO1.O=C1OCCO1.O=C1OCCO1.O=C1OCCO1.O=C1OCCO1.O=C1OCCO1.O=C1OCCO1.O=C1OCCO1
ΔE to the lowest compared entry with this formula, charge and spin: 0.00 kcal/mol

Cartesian coordinates (Å):
C -1.825 -4.289 4.134
C -1.714 -2.769 4.129
O -2.914 -2.215 4.623
S -3.735 -1.124 3.593
C -2.543 0.274 3.477
O -3.899 -1.799 2.328
O -4.918 -0.580 4.330
H -1.875 -4.744 5.123
H -0.861 -4.610 3.741
H -2.611 -4.702 3.502
H -0.925 -2.512 4.836
H -1.427 -2.389 3.148
H -3.019 0.959 2.775
H -1.575 -0.055 3.099
H -2.446 0.763 4.447
C -0.170 5.608 -5.715
C 0.258 4.118 -5.405
O 1.116 4.098 -4.270
S 0.841 3.004 -3.030
C -0.562 3.952 -2.102
O 0.266 1.753 -3.595
O 2.022 3.003 -2.178
H -1.216 5.729 -5.999
H 0.431 5.968 -6.550
H -0.236 6.330 -4.901
H -0.573 3.446 -5.191
H 0.737 3.609 -6.241
H -0.150 4.849 -1.640
H -0.828 3.285 -1.282
H -1.399 4.053 -2.793
O -4.101 6.822 -1.635
C -4.388 5.813 -1.035
O -3.566 5.143 -0.195
C -4.015 3.877 0.050
C -5.493 4.125 -0.133
O -5.528 5.164 -1.083
H -3.667 3.019 -0.525
H -3.787 3.583 1.074
H -6.011 4.328 0.805
H -5.960 3.229 -0.542
O 1.153 -3.259 -3.544
C 2.160 -3.644 -2.964
O 2.646 -4.902 -3.140
C 4.026 -4.906 -2.673
C 4.159 -3.608 -1.908
O 3.013 -2.822 -2.306
H 4.138 -5.793 -2.050
H 4.717 -4.972 -3.513
H 5.092 -3.137 -2.217
H 4.201 -3.841 -0.844
O -1.928 0.880 0.483
C -0.875 0.371 0.046
O -0.487 -0.857 0.318
C 0.723 -1.188 -0.296
C 0.914 -0.030 -1.231
O -0.019 0.943 -0.765
H 1.578 -1.282 0.373
H 0.576 -2.083 -0.900
H 0.692 -0.407 -2.229
H 1.938 0.340 -1.188
O 0.223 0.143 5.564
C 1.127 0.392 4.722
O 1.313 -0.462 3.737
C 2.185 0.091 2.827
C 3.005 0.910 3.811
O 2.030 1.347 4.715
H 2.834 -0.669 2.393
H 1.657 0.717 2.108
H 3.426 1.764 3.282
H 3.810 0.311 4.237
O -2.349 -3.924 -0.799
C -1.317 -4.376 -0.337
O -0.918 -4.238 0.943
C 0.390 -4.713 1.039
C 0.479 -5.615 -0.158
O -0.335 -4.995 -1.056
H 1.116 -3.905 0.944
H 0.688 -5.221 1.955
H 0.192 -6.661 -0.052
H 1.469 -5.603 -0.615
O 4.805 -0.072 -1.911
C 5.152 -0.592 -0.838
O 4.356 -1.150 0.053
C 5.043 -1.624 1.184
C 6.493 -1.355 0.886
O 6.415 -0.713 -0.389
H 4.841 -1.075 2.103
H 4.735 -2.627 1.480
H 7.074 -2.278 0.871
H 6.842 -0.753 1.725
O -4.458 -3.413 -4.197
C -3.831 -2.542 -3.579
O -4.266 -1.651 -2.715
C -3.224 -0.768 -2.339
C -2.024 -1.480 -2.809
O -2.447 -2.451 -3.650
H -3.338 0.175 -2.874
H -3.364 -0.664 -1.263
H -1.299 -1.883 -2.101
H -1.580 -0.712 -3.443
O 2.331 3.499 1.666
C 1.095 3.588 1.844
O 0.300 2.697 2.426
C -0.873 3.360 2.811
C -0.964 4.553 1.868
O 0.375 4.696 1.590
H -1.696 2.650 2.720
H -0.848 3.673 3.855
H -1.433 5.470 2.225
H -1.386 4.232 0.916

Results of the Mulliken charge analysis, in e, for atoms 1 through 8:
1 C -1.208
2 C 0.783
3 O -0.427
4 S 1.127
5 C -0.294
6 O -0.532
7 O -0.658
8 H 0.406

=====

[2]
C30H48P2Ru | ωB97M-V with the def2-TZVPD basis set

Results
Highest occupied orbital energy (alpha / beta): -8.837 / -9.397 eV
<S²>: 8.834
Multiplicity: 6
ΔE to the lowest compared entry with this formula, charge and spin: 94.15 kcal/mol
Total charge: +1

Cartesian coordinates (Å):
Ru 0.069 1.279 -2.492
C -0.888 0.825 1.874
C -2.143 0.387 1.369
C -0.560 -1.181 0.816
C 0.109 -0.099 1.451
C -1.941 -0.853 0.713
C -0.678 1.986 2.771
H -1.504 2.708 2.687
H 0.269 2.501 2.567
H -0.637 1.662 3.824
C 1.566 0.032 1.662
H 1.805 0.933 2.240
H 2.079 0.113 0.693
H 1.997 -0.836 2.181
C 0.026 -2.466 0.412
H 0.899 -2.720 1.031
H 0.349 -2.438 -0.637
H -0.710 -3.276 0.506
C -2.979 -1.720 0.116
H -3.413 -2.434 0.838
H -2.561 -2.307 -0.711
H -3.803 -1.118 -0.279
C -3.442 1.079 1.517
H -3.963 0.770 2.436
H -4.108 0.852 0.674
H -3.304 2.167 1.562
C 1.241 3.414 -3.999
C 0.610 4.325 -2.923
C -0.754 4.984 -3.088
C -1.884 4.147 -3.701
C -1.804 2.672 -3.228
C -1.359 1.609 -4.234
C -0.417 1.911 -5.417
C 0.467 3.136 -5.308
H -0.587 5.890 -3.690
H -1.922 4.244 -4.791
H -1.117 5.338 -2.109
H -0.093 4.032 -5.583
H 2.186 3.899 -4.314
H 1.312 5.117 -2.600
H 1.247 3.019 -6.069
H 0.188 1.019 -5.619
H -2.311 1.256 -4.708
H -1.032 2.021 -6.328
H -2.840 4.578 -3.352
H -2.803 2.381 -2.864
P 1.009 3.219 -1.471
C 2.723 3.412 -0.924
C -0.057 3.785 -0.118
P -1.323 -0.199 -3.539
C 1.574 2.255 -3.113
C -3.019 -0.464 -3.035
C -0.756 -1.407 -4.723
H 3.261 2.452 -1.030
H 2.737 3.699 0.141
H 3.246 4.182 -1.512
H -1.076 4.028 -0.446
H 0.395 4.690 0.318
H -0.123 2.998 0.639
H -0.587 -0.970 -5.713
H -1.534 -2.179 -4.765
H 0.174 -1.837 -4.323
H 2.598 1.881 -3.098
H -1.268 2.731 -2.230
H -3.120 -1.553 -2.917
H -3.727 -0.095 -3.792
H -3.208 0.026 -2.066
C 1.833 -0.826 -2.402
C 3.100 -0.883 -1.720
C 3.371 -1.798 -0.657
C 4.627 -1.852 -0.059
C 5.669 -1.022 -0.506
C 5.408 -0.068 -1.500
C 4.155 0.002 -2.092
H 1.864 -0.532 -3.465
H 1.047 -1.538 -2.112
H 2.575 -2.473 -0.328
H 4.800 -2.543 0.770
H 6.661 -1.093 -0.062
H 6.188 0.629 -1.819
H 3.958 0.733 -2.878

Results of the Mulliken charge analysis, in e, for atoms 1 through 8:
1 Ru -0.808
2 C 0.219
3 C 0.448
4 C 0.823
5 C 0.660
6 C 0.493
7 C -1.291
8 H 0.380

=====

[3]
C30H49BBrF2O2P2Ru | ωB97M-V with the def2-TZVPD basis set

Results
Highest occupied orbital energy (alpha / beta): -5.678 / -5.796 eV
<S²>: 0.863
Multiplicity: 2
ΔE to the lowest compared entry with this formula, charge and spin: 87.51 kcal/mol

Cartesian coordinates (Å):
Ru 0.740 -0.381 0.036
C 1.486 1.897 -0.384
C 0.516 2.393 0.529
C -0.775 2.190 -0.080
C -0.548 1.550 -1.318
C 0.836 1.384 -1.546
C 1.489 1.014 -2.863
C 0.543 1.301 -4.032
C 2.778 1.821 -3.046
C 1.808 -0.488 -2.879
C -2.152 2.755 0.231
C -2.650 2.455 1.648
C -3.217 2.167 -0.711
C -2.114 4.272 -0.037
C 0.925 2.866 1.916
C 2.457 2.963 2.008
C 0.477 1.806 2.938
C 0.407 4.258 2.302
H 2.550 2.064 -0.326
H -1.311 1.298 -2.027
H 0.188 2.326 -4.000
H -0.311 0.632 -3.998
H 1.059 1.140 -4.975
H 2.570 2.885 -2.964
H 3.210 1.623 -4.025
H 3.517 1.554 -2.292
H 0.883 -1.053 -2.752
H 2.505 -0.747 -2.070
H 2.260 -0.769 -3.829
H -2.562 1.390 1.846
H -3.699 2.735 1.736
H -2.107 3.002 2.408
H -3.272 1.084 -0.608
H -3.021 2.418 -1.750
H -4.189 2.587 -0.457
H -1.333 4.765 0.527
H -3.069 4.725 0.223
H -1.926 4.452 -1.093
H 2.918 1.993 1.841
H 2.741 3.307 3.002
H 2.844 3.676 1.283
H 0.680 0.804 2.537
H -0.583 1.861 3.149
H 1.016 1.926 3.876
H 0.672 4.987 1.537
H 0.875 4.573 3.233
H -0.664 4.284 2.452
C 1.181 -3.833 -2.137
P 1.106 -3.001 -0.500
C 0.043 -4.237 0.361
C 2.778 -3.501 0.174
C 2.993 -2.841 1.528
P 2.741 -0.999 1.482
C 4.364 -0.518 0.752
C 3.060 -0.666 3.264
H 1.393 -4.893 -2.008
H 1.949 -3.377 -2.757
H 0.216 -3.706 -2.620
H 0.474 -5.234 0.250
H -0.946 -4.217 -0.094
H -0.066 -4.003 1.419
H 3.532 -3.149 -0.535
H 2.871 -4.588 0.253
H 4.000 -3.047 1.910
H 2.269 -3.242 2.244
H 5.185 -0.933 1.335
H 4.458 0.565 0.720
H 4.417 -0.895 -0.269
H 3.949 -1.196 3.600
H 2.201 -0.996 3.847
H 3.188 0.401 3.429
Br -7.459 -3.775 -1.723
C -5.734 -3.139 -1.215
C -4.652 -3.334 -2.075
C -3.424 -2.842 -1.733
C -3.227 -2.147 -0.503
C -4.344 -2.002 0.362
C -5.576 -2.482 0.003
C -1.957 -1.618 -0.271
O -1.666 -0.950 0.984
O -0.987 -1.631 -1.082
H -4.792 -3.872 -3.002
H -2.572 -2.969 -2.385
H -4.221 -1.491 1.306
H -6.428 -2.357 0.656
F -2.170 -2.769 2.391
B -1.872 -1.492 2.169
F -1.721 -0.770 3.273

Results of the Mulliken charge analysis, in e, for atoms 1 through 8:
1 Ru 1.399
2 C -0.085
3 C -0.007
4 C 1.305
5 C -0.150
6 C -2.064
7 C 2.178
8 C -1.974

=====

[4]
C30H49BeBr2CaCl9FN2O9P | ωB97M-V with the def2-TZVPD basis set

Results
Highest occupied orbital energy: -5.862 eV

Cartesian coordinates (Å):
C 1.909 4.503 -0.202
C 1.923 3.307 -0.064
N 1.853 1.933 0.197
C 0.566 1.508 0.867
C -0.698 1.911 0.076
C -1.864 2.203 1.088
C -2.596 0.874 1.474
C -2.723 0.640 2.996
C -1.434 0.118 3.688
C -1.322 -1.419 3.655
C -0.021 -1.960 4.261
C 1.278 -1.436 3.592
C 2.180 -2.507 2.945
C 1.484 -3.472 1.948
C 0.357 -2.834 1.089
C 0.510 -3.148 -0.447
C -0.428 -2.143 -1.198
C -1.908 -2.289 -0.774
P 3.207 1.564 1.433
O 4.005 0.205 0.750
Cl 4.512 3.146 1.482
H 1.798 5.596 -0.460
H 2.070 1.360 -0.639
H 0.586 0.403 0.908
H 0.559 1.935 1.879
H -1.026 1.046 -0.521
H -0.554 2.769 -0.592
H -1.487 2.672 2.017
H -2.534 2.941 0.631
H -2.183 0.008 0.932
H -3.629 0.974 1.092
H -3.470 -0.167 3.124
H -3.145 1.532 3.507
H -0.513 0.590 3.310
H -1.533 0.416 4.745
H -1.532 -1.751 2.627
H -2.151 -1.819 4.271
H 0.035 -3.056 4.312
H 0.009 -1.603 5.307
H 1.875 -0.911 4.359
H 1.077 -0.681 2.808
H 3.042 -2.020 2.422
H 2.643 -3.142 3.722
H 1.132 -4.369 2.480
H 2.301 -3.841 1.195
H 0.271 -1.734 1.166
H -0.591 -3.310 1.380
H 0.117 -4.150 -0.666
H 1.550 -3.013 -0.787
H -0.126 -1.113 -0.888
H -0.313 -2.192 -2.290
H -2.250 -3.320 -0.956
H -2.530 -1.569 -1.334
H -2.080 -2.084 0.291
H 4.799 0.493 0.238
F 2.590 6.860 -1.272
Be 3.398 -1.470 0.332
C -3.082 -1.053 7.518
Cl -4.085 -0.797 8.952
Cl -1.405 -0.643 7.879
Cl -3.193 -2.730 6.999
Cl -3.685 0.031 6.174
C 2.046 -8.380 0.396
C 3.141 -9.257 0.239
C 4.218 -8.762 -0.736
O 5.259 -9.338 -0.943
C 3.946 -7.499 -1.455
C 2.819 -6.635 -1.297
C 1.817 -7.111 -0.233
O 0.833 -6.437 0.081
O 2.587 -5.600 -1.889
O 3.315 -10.336 0.791
H 1.254 -8.662 1.078
H 4.736 -7.224 -2.176
Ca -5.214 2.011 6.296
C 1.093 3.211 -4.049
Cl 1.462 3.675 -2.359
Cl 2.255 1.985 -4.587
Cl -0.548 2.539 -4.128
Cl 1.203 4.630 -5.090
C -0.102 4.916 6.073
N -1.400 4.229 6.316
O -1.831 3.502 5.437
O -1.945 4.440 7.378
H 0.261 4.634 5.091
H -0.284 5.986 6.126
H 0.587 4.596 6.849
Br 4.058 -3.756 0.664
Br 4.596 -7.623 -3.808
C -1.819 3.482 -7.118
O -2.209 3.436 -8.479
C -3.337 4.255 -8.756
C -2.928 5.560 -9.410
O -2.180 6.374 -8.519
C -0.784 6.322 -8.765
H -0.833 3.029 -7.034
H -1.764 4.508 -6.745
H -2.524 2.906 -6.507
H -3.916 4.442 -7.847
H -3.972 3.698 -9.452
H -3.832 6.118 -9.672
H -2.368 5.373 -10.331
H -0.539 6.905 -9.659
H -0.430 5.296 -8.888
H -0.275 6.766 -7.910

Results of the Mulliken charge analysis, in e, for atoms 1 through 8:
1 C 0.467
2 C -1.430
3 N 0.353
4 C -0.028
5 C -0.141
6 C -1.168
7 C 0.278
8 C -1.018

=====

[5]
C30H49FP2Tc | ωB97M-V with the def2-TZVPD basis set

Results
Highest occupied orbital energy (alpha / beta): -11.704 / -11.795 eV
<S²>: 3.776
Multiplicity: 4
Total charge: +2

Cartesian coordinates (Å):
Tc 0.702 -0.444 -1.473
C 2.503 0.071 0.289
C 3.011 0.553 -1.015
C 1.930 2.301 0.050
C 1.812 1.161 0.909
C 2.564 1.906 -1.158
C 2.924 -1.194 0.934
H 3.167 -1.942 0.165
H 2.115 -1.598 1.570
H 3.823 -1.046 1.562
C 1.410 1.146 2.339
H 0.750 0.298 2.590
H 0.872 2.061 2.602
H 2.292 1.055 3.000
C 1.789 3.733 0.439
H 2.802 4.163 0.541
H 1.295 3.840 1.411
H 1.260 4.334 -0.323
C 2.970 2.810 -2.261
H 4.024 3.115 -2.133
H 2.347 3.717 -2.268
H 2.889 2.313 -3.243
C 4.090 -0.103 -1.782
H 5.070 0.083 -1.314
H 4.126 0.275 -2.809
H 3.943 -1.186 -1.814
C -0.320 -2.105 -1.131
C 1.107 -2.393 -1.269
C 1.694 -2.945 -2.558
C 1.815 -1.837 -3.667
C 1.130 -0.496 -3.388
C -0.321 -0.385 -3.163
C -1.225 -1.582 -3.478
C -1.235 -2.555 -2.276
H 1.176 -3.830 -2.982
H 1.416 -2.243 -4.606
H 2.719 -3.313 -2.358
H -0.927 -3.548 -2.610
H -0.726 -2.289 -0.123
H 1.518 -2.813 -0.346
H -2.264 -2.681 -1.911
H -2.261 -1.210 -3.584
H -0.776 0.590 -3.377
H -0.957 -2.078 -4.435
H 2.894 -1.646 -3.832
H 1.601 0.338 -3.936
P -0.439 -2.795 2.564
C -0.145 -2.192 4.259
H -0.692 -2.797 4.994
H -0.490 -1.145 4.301
H 0.936 -2.208 4.464
C -2.193 -3.299 2.554
H -2.552 -3.476 3.576
H -2.327 -4.194 1.930
H -2.759 -2.469 2.101
C 0.465 -4.376 2.412
H 0.291 -4.772 1.401
H 0.128 -5.108 3.156
H 1.543 -4.193 2.521
P -3.311 2.090 -0.383
C -1.962 2.643 -1.465
H -2.207 2.626 -2.539
H -1.076 1.973 -1.286
H -1.650 3.663 -1.214
C -3.594 0.376 -0.897
H -2.828 0.030 -1.614
H -4.578 0.275 -1.389
H -3.577 -0.340 -0.062
C -4.646 3.178 0.013
H -5.419 3.084 -0.759
H -4.293 4.217 0.055
H -5.086 2.929 0.990
F -1.793 2.885 4.954
C -1.727 2.440 3.662
C -2.242 1.185 3.349
C -2.475 0.902 1.997
C -2.259 1.921 1.068
C -1.400 2.978 1.387
C -1.201 3.323 2.723
H -2.539 0.501 4.136
H -2.823 -0.073 1.665
H -0.892 3.548 0.611
H -0.726 4.269 2.989

Results of the Mulliken charge analysis, in e, for atoms 1 through 8:
1 Tc 0.343
2 C -0.278
3 C 0.848
4 C 0.786
5 C 1.289
6 C 1.061
7 C -1.154
8 H 0.460